A molecular structure, C49H45IN2OPRhSSb. Source: the OMol25 dataset; level of theory: ωB97M-V/def2-TZVPD.

Positions of all 102 atoms, in Å:
H  3.339  2.578  -0.795
Sb  0.201  -0.086  -2.935
C  0.005  0.443  4.278
H  -1.130  2.144  -5.204
H  -1.282  -2.257  3.991
H  0.158  2.661  -1.380
C  -1.951  -2.308  2.041
H  -2.975  -0.811  -3.110
C  -0.122  0.088  5.628
H  -0.641  4.086  -2.067
H  -3.972  1.067  1.674
C  0.445  -0.215  -5.080
C  1.845  -1.355  -6.702
C  -3.968  2.188  5.462
H  -2.282  0.840  -5.425
C  2.050  1.004  6.064
C  6.079  1.485  0.875
H  -5.094  0.391  -2.832
C  -5.136  1.444  5.382
H  0.100  -5.085  -1.307
C  -2.952  0.238  -2.832
H  1.364  -3.469  -0.297
H  3.059  1.882  4.387
H  6.098  -0.129  2.292
C  -0.321  -4.383  -2.018
C  8.226  1.866  2.648
H  1.884  -2.108  -1.290
C  0.067  0.073  -7.432
C  -2.931  2.923  -2.235
C  3.337  1.008  0.673
C  -1.716  2.252  -2.374
H  2.094  -1.513  -4.594
C  -0.283  0.376  -6.117
H  1.239  1.371  2.796
H  10.324  1.804  2.210
H  0.567  -1.893  -0.174
C  -0.435  3.028  -2.223
C  -4.156  0.913  -2.691
H  9.906  2.189  3.902
H  -2.924  3.984  -2.015
C  3.941  1.993  -0.112
C  -0.475  -2.141  -2.879
C  0.047  -3.041  -1.941
H  -1.745  1.781  -6.813
N  -2.050  -1.512  0.967
H  -3.107  -5.189  0.735
C  1.930  0.784  0.636
H  0.191  2.945  -3.116
C  4.135  0.247  1.534
H  2.851  1.222  6.760
C  -2.813  -4.150  0.798
P  -1.375  0.006  3.205
C  1.111  -0.786  -7.730
H  -1.462  -5.888  -3.032
C  1.148  1.096  3.835
C  -4.017  -0.188  4.022
H  -5.072  2.815  -2.290
H  -4.045  -1.118  3.466
H  -6.070  -0.328  4.610
C  -3.168  1.224  0.963
C  -4.143  2.268  -2.391
C  -1.419  1.333  -5.875
H  9.707  3.403  2.606
H  -2.568  -1.317  -1.013
C  1.509  -1.060  -5.391
C  0.905  0.358  6.512
H  5.756  3.003  -0.611
C  -2.839  0.555  4.102
H  -2.385  -4.293  -4.698
H  -6.031  1.788  5.883
C  -2.329  -3.646  1.988
C  -1.200  -4.838  -2.988
C  0.728  0.586  0.603
N  -1.456  -1.697  3.171
H  3.680  -0.543  2.119
Rh  -1.315  0.385  1.068
C  -5.161  0.255  4.664
C  -1.725  0.880  -2.681
H  -3.947  3.110  6.026
C  -2.525  -2.011  -0.186
C  -2.819  1.747  4.823
C  1.011  -2.610  -0.868
I  -2.110  3.032  1.359
H  -3.501  1.239  -0.076
H  -1.025  -0.389  5.991
H  -3.269  -3.678  -1.268
H  -1.908  2.327  4.895
H  1.355  -1.002  -8.762
C  -1.341  -2.615  -3.864
C  9.637  2.345  2.861
H  2.672  -2.019  -6.916
H  -1.702  -1.938  -4.632
H  -2.238  -4.261  2.872
C  2.169  1.376  4.736
H  0.809  0.075  7.552
O  7.484  1.537  3.532
C  -1.719  -3.949  -3.917
C  5.298  2.229  -0.009
C  5.494  0.475  1.634
C  -2.922  -3.319  -0.311
H  -0.495  0.529  -8.239
S  7.805  1.863  0.907

Results
- Energy relative to the best compared isomer or geometry (same formula, charge and spin): 0.717 eV
- Net charge: +1
- E: -94334.79558 eV

Results of the Mulliken charge analysis, in e, for atoms 1 through 5: 0.508, 1.255, 0.410, 0.052, 0.288